{"formula": "C14H12B2Cl5F4N4O5Os", "method": "ωB97M-V/def2-TZVPD", "elements": ["Os", "C", "C", "N", "O", "B", "F", "F", "O", "N", "C", "C", "C", "N", "O", "B", "F", "F", "O", "N", "C", "C", "C", "H", "H", "H", "H", "H", "H", "H", "H", "H", "H", "H", "H", "Cl", "C", "C", "Cl", "C", "Cl", "C", "O", "C", "Cl", "C", "Cl"], "xyz": [[-0.604, -0.469, -0.826], [3.465, -1.386, 2.265], [2.228, -1.334, 1.476], [1.080, -0.853, 2.130], [-0.560, 0.535, 1.260], [-1.290, 1.961, 1.102], [-1.684, 2.387, 2.300], [-0.358, 2.778, 0.534], [-2.392, 1.623, 0.209], [-2.136, 0.777, -0.792], [-2.993, 0.786, -1.798], [-4.128, 1.711, -1.893], [-2.723, -0.237, -2.790], [-1.667, -0.952, -2.493], [-1.365, -1.994, -3.325], [-1.032, -3.192, -2.768], [-0.725, -4.203, -3.486], [-1.031, -3.247, -1.429], [0.812, -1.486, -1.779], [1.024, -1.541, -0.531], [2.164, -1.703, 0.124], [3.316, -2.308, -0.601], [-3.544, -0.479, -3.981], [3.367, -0.813, 3.182], [4.341, -1.068, 1.697], [3.680, -2.420, 2.562], [-4.196, 2.350, -1.014], [-5.073, 1.176, -2.023], [-4.020, 2.342, -2.782], [3.045, -2.546, -1.628], [3.645, -3.220, -0.103], [4.164, -1.625, -0.621], [-4.329, 0.258, -4.110], [-3.995, -1.476, -3.958], [-2.907, -0.494, -4.871], [0.774, 2.997, 5.278], [1.127, 2.282, 3.781], [0.437, 1.146, 3.379], [-0.674, 0.400, 4.372], [0.627, 0.545, 1.986], [-0.241, -2.000, 2.153], [1.641, 1.326, 1.081], [1.659, 1.005, -0.090], [2.420, 2.397, 1.668], [3.589, 3.114, 0.686], [2.130, 2.896, 2.944], [2.931, 4.254, 3.519]], "forces_ev_per_angstrom": [[0.61, 0.17, 1.36], [0.40, -0.05, -0.07], [-0.31, -0.01, -0.24], [-0.79, -0.01, 0.35], [-0.57, -0.15, -1.28], [0.47, -0.11, -0.07], [-0.45, -0.05, 0.39], [0.26, 0.19, -0.37], [-0.46, -0.14, -0.18], [-1.37, 0.96, -0.53], [0.32, 0.28, 0.78], [-0.30, 0.40, 0.13], [0.54, -0.67, -0.11], [-0.04, -0.05, 0.08], [-0.48, 1.59, -0.89], [0.19, -0.80, 1.42], [0.09, -0.22, -0.47], [-0.21, -0.15, 0.03], [-0.21, 0.27, -1.86], [0.97, -0.75, 2.46], [0.34, -0.21, -0.21], [0.07, -0.07, -0.32], [-0.12, -0.20, -0.47], [0.01, 0.05, 0.04], [0.04, 0.06, -0.01], [-0.06, -0.12, 0.05], [-0.02, -0.09, -0.13], [0.06, -0.11, 0.06], [0.09, -0.01, -0.02], [0.09, -0.04, 0.04], [-0.05, -0.04, 0.05], [0.01, 0.11, 0.03], [0.03, 0.04, 0.08], [-0.02, -0.01, 0.17], [0.05, 0.09, 0.02], [0.14, -0.37, -0.49], [0.16, 0.60, 0.44], [-0.56, -0.27, -0.12], [0.34, 0.21, -0.17], [0.45, -0.44, -0.35], [0.46, 0.04, 0.09], [-0.56, -0.66, -0.18], [0.21, 0.55, 0.41], [0.87, 0.78, -0.30], [-0.45, -0.29, 0.36], [-0.13, 0.00, 0.23], [-0.10, -0.30, -0.19]], "lowdin_charge": [1.846, 0.038, -0.258, -0.348, -0.123, -1.087, 0.267, 0.235, 0.141, -0.096, -0.155, 0.057, -0.157, -0.058, 0.191, -0.795, 0.388, 0.232, -0.083, -0.194, -0.224, 0.056, 0.068, 0.106, 0.112, 0.137, 0.112, 0.132, 0.137, 0.105, 0.126, 0.119, 0.108, 0.138, 0.137, 0.897, -0.626, -0.527, 0.990, -0.465, 0.841, -0.318, 0.101, -0.544, 0.954, -0.629, 0.917], "s_squared": 6.11, "de_lowest_kcal_mol": 31.0, "spin_multiplicity": 5, "e_homo_ha": [-0.6739, -0.6967], "homo_lumo_gap_ev": [6.512, 6.067], "total_charge": 3}

{"formula": "C14H12BrF10O8P", "method": "ωB97M-V/def2-TZVPD", "elements": ["O", "C", "O", "C", "O", "C", "C", "F", "F", "C", "F", "F", "C", "P", "O", "Br", "H", "H", "C", "C", "O", "C", "O", "C", "F", "F", "F", "H", "H", "H", "H", "H", "C", "C", "O", "C", "O", "C", "F", "F", "F", "H", "H", "H", "H", "H"], "xyz": [[2.237, 2.562, 0.575], [1.101, 2.497, 0.908], [0.186, 3.519, 0.828], [-0.986, 3.115, 1.444], [-1.907, 3.841, 1.613], [-0.826, 1.665, 1.836], [-1.952, 0.895, 2.476], [-2.501, 1.671, 3.456], [-1.514, -0.238, 3.058], [-3.093, 0.526, 1.517], [-3.782, 1.634, 1.177], [-2.598, -0.048, 0.397], [0.411, 1.291, 1.510], [1.156, -0.382, 1.707], [2.677, 0.000, 2.153], [1.291, -0.880, -0.482], [-3.766, -0.176, 2.019], [3.017, -0.791, 2.592], [4.781, -4.738, -0.505], [5.820, -3.832, 0.118], [5.360, -3.319, 1.386], [5.541, -4.104, 2.437], [6.046, -5.186, 2.456], [5.023, -3.389, 3.696], [3.840, -2.793, 3.451], [5.885, -2.442, 4.080], [4.856, -4.239, 4.698], [3.829, -4.216, -0.603], [5.108, -5.057, -1.493], [4.616, -5.625, 0.107], [5.989, -2.953, -0.500], [6.772, -4.342, 0.253], [-4.372, 3.649, -1.684], [-3.559, 2.579, -2.379], [-4.364, 1.846, -3.323], [-4.502, 2.397, -4.521], [-4.030, 3.428, -4.898], [-5.351, 1.477, -5.417], [-6.410, 0.997, -4.758], [-4.611, 0.440, -5.830], [-5.784, 2.135, -6.486], [-5.251, 3.211, -1.210], [-3.770, 4.139, -0.919], [-4.714, 4.403, -2.392], [-3.210, 1.835, -1.665], [-2.689, 2.998, -2.883]], "forces_ev_per_angstrom": [[-0.34, 0.39, -0.14], [0.30, -0.80, 0.12], [0.01, 0.06, 0.20], [-0.22, -0.04, 0.06], [0.15, -0.06, -0.15], [0.26, 0.13, -0.14], [-0.12, 0.84, 0.14], [0.15, -0.29, -0.16], [0.07, -0.11, -0.10], [-0.47, -0.29, 0.31], [0.17, -0.06, -0.18], [0.14, 0.10, 0.01], [0.18, 0.02, -0.06], [-0.16, -0.46, 0.24], [-0.52, 0.11, -0.30], [0.06, 0.28, 0.07], [0.05, 0.04, -0.08], [0.33, 0.05, 0.11], [-0.14, -0.04, 0.19], [0.10, -0.11, -0.48], [0.02, 0.06, 0.22], [0.06, 0.00, -0.40], [-0.02, -0.02, 0.13], [-0.01, -0.01, 0.22], [-0.11, 0.08, 0.04], [-0.01, 0.02, -0.03], [0.00, 0.01, -0.07], [0.03, 0.04, -0.07], [0.02, 0.02, -0.01], [0.07, -0.02, -0.02], [-0.06, 0.08, 0.12], [-0.04, -0.03, 0.14], [-0.18, 0.02, -0.12], [0.25, 0.19, 0.41], [-0.03, -0.10, -0.19], [0.17, 0.06, 0.33], [-0.05, 0.00, -0.12], [-0.14, -0.02, -0.11], [0.00, 0.00, -0.02], [0.03, -0.03, 0.01], [0.02, 0.00, 0.00], [0.06, -0.03, 0.06], [0.02, -0.02, 0.01], [0.08, 0.01, -0.01], [-0.10, -0.10, -0.07], [-0.08, 0.01, -0.13]], "lowdin_charge": [0.186, -0.429, 0.163, -0.362, 0.203, -0.011, -0.427, 0.130, 0.101, -0.291, 0.105, 0.093, -0.241, 0.603, -0.327, 0.294, 0.178, 0.019, -0.055, -0.189, 0.027, -0.404, 0.180, -0.542, 0.142, 0.176, 0.186, 0.079, 0.085, 0.081, 0.127, 0.126, -0.052, -0.192, 0.035, -0.402, 0.173, -0.552, 0.167, 0.167, 0.175, 0.084, 0.078, 0.080, 0.109, 0.127], "e_homo_ha": -0.3669, "homo_lumo_gap_ev": 8.172, "total_charge": 0, "smiles": "O=C1OC(=O)C(C(F)(F)C(F)F)=C1P(O)Br.CCOC(=O)C(F)(F)F.CCOC(=O)C(F)(F)F"}

{"formula": "C14H12ClN3O4S", "method": "ωB97M-V/def2-TZVPD", "elements": ["C", "N", "C", "C", "C", "C", "Cl", "C", "N", "S", "N", "C", "C", "H", "H", "H", "H", "H", "H", "H", "H", "O", "C", "C", "C", "O", "C", "O", "C", "C", "O", "H", "H", "H", "H"], "xyz": [[6.170, -1.489, -0.184], [5.897, -0.230, 0.617], [5.031, 0.760, -0.186], [3.546, 0.011, -0.313], [3.018, -0.300, -1.839], [1.558, -1.087, -2.002], [0.971, -1.426, -3.731], [0.675, -1.540, -0.679], [-0.644, -2.285, -0.725], [-1.045, -2.462, 0.967], [0.220, -1.683, 1.951], [1.162, -1.205, 0.851], [2.624, -0.412, 1.004], [5.440, -2.386, 0.090], [6.142, -1.338, -1.350], [7.269, -1.838, 0.126], [6.819, 0.238, 0.852], [4.978, 1.800, 0.351], [5.522, 0.879, -1.242], [3.689, 0.011, -2.755], [2.987, -0.185, 2.108], [-7.496, 2.217, -0.198], [-6.407, 1.723, 0.075], [-5.621, 0.963, -0.909], [-4.447, 0.424, -0.574], [-3.701, -0.290, -1.494], [-3.894, 0.567, 0.801], [-2.821, 0.045, 1.084], [-4.669, 1.348, 1.778], [-5.841, 1.890, 1.442], [-6.574, 2.627, 2.354], [-6.036, 0.864, -1.903], [-2.896, -0.578, -1.010], [-4.247, 1.459, 2.769], [-7.381, 2.910, 1.873]], "forces_ev_per_angstrom": [[1.01, -1.06, 0.28], [0.37, 0.89, -1.28], [-0.43, -1.39, 0.44], [-3.43, -1.25, 0.35], [-3.49, -1.90, 3.19], [2.96, 1.63, 2.28], [0.75, 0.42, 2.83], [-0.68, -0.25, 0.51], [4.56, 2.68, 3.77], [2.96, 1.69, -1.12], [1.31, 0.23, -7.14], [0.41, 0.09, -1.10], [0.06, -0.18, -3.03], [1.39, 2.15, -0.55], [0.07, -0.16, 2.13], [-2.43, 0.61, -0.82], [-1.58, -0.75, -0.58], [-0.05, -2.14, -0.96], [-1.33, -0.04, 1.62], [-1.76, -0.81, 1.95], [-0.69, -0.49, -2.74], [0.73, -0.21, 0.50], [-0.64, 0.05, -0.90], [-0.36, 0.24, 0.14], [0.67, -0.90, -1.68], [-0.52, 0.87, 1.85], [0.65, -0.06, 0.85], [-0.77, 0.36, -0.47], [0.31, -0.22, -0.09], [-0.57, 0.88, 1.58], [0.40, -0.85, -1.74], [0.02, 0.00, 0.06], [-0.20, 0.03, -0.26], [-0.02, -0.02, -0.06], [0.32, -0.12, 0.19]], "lowdin_charge": [-0.174, -0.179, -0.208, -0.121, -0.019, -0.476, 0.490, -0.247, -0.270, 0.887, -0.239, -0.237, 0.045, 0.095, 0.083, 0.096, 0.104, 0.125, 0.107, 0.102, 0.103, 0.105, -0.307, 0.077, -0.203, 0.080, -0.299, 0.050, 0.079, -0.208, 0.079, 0.138, 0.089, 0.138, 0.116], "e_homo_ha": -0.3079, "homo_lumo_gap_ev": 6.617, "total_charge": 0, "smiles": "CNCc1cc(Cl)c2nsnc2c1.O=C1C=C(O)C(=O)C=C1O"}

Number 1: electronic energy -108182.59803 eV, largest force on an atom 2.751 eV/Å. Number 2: electronic energy -137600.56935 eV, largest force on an atom 0.863 eV/Å. Number 3: electronic energy -50719.28821 eV, largest force on an atom 7.260 eV/Å.